1.
This record from the Open Molecules 2025 dataset describes C18H25F16N3O6S as an isolated structure. The level of theory is ωB97M-V/def2-TZVPD.

Geometry as ORCA input:
```
! RIJCOSX wB97M-V def2-TZVPD def2/J DEFGRID3
* xyz 0 1
C 2.9555 0.0954 2.6056
C 1.9239 -0.1472 1.5059
C 1.2741 1.1451 0.9786
C -0.1727 1.4479 1.4453
C -1.1922 1.5488 0.2985
C -2.0993 0.3077 0.0419
N -1.8050 -0.8476 0.9052
C -2.9687 -1.5508 1.3286
N -3.5407 -1.3648 2.4367
N -3.5144 -2.4286 0.3873
C 2.4867 -0.9659 0.3553
O 2.6434 -2.2874 0.9375
S 1.3311 -2.5693 1.7841
O 0.3528 -3.1804 0.9430
O 1.7064 -3.1610 3.0151
O 0.9020 -1.0690 1.9947
H 3.9614 0.1220 2.1853
H 2.7689 1.0429 3.1071
H 2.9250 -0.6965 3.3521
H 1.2905 1.1100 -0.1147
H 1.9308 1.9658 1.2626
H -0.5025 0.6804 2.1409
H -0.1671 2.3934 1.9866
H -1.8509 2.3934 0.4906
H -0.6601 1.7883 -0.6254
H -3.1386 0.5798 0.2249
H -2.0430 0.0290 -1.0136
H -1.1876 -1.4936 0.4264
H -3.0343 -0.6546 2.9571
H -4.2752 -2.9474 0.8066
H -2.8351 -3.0703 0.0007
H 1.7546 -1.0575 -0.4492
H 3.4488 -0.6492 -0.0344
C 3.8270 -4.9962 -1.5438
C 4.3816 -3.7261 -2.1902
C 5.1505 -3.8651 -3.5101
F 6.2395 -4.6429 -3.3505
F 5.5585 -2.6376 -3.9021
F 5.1162 -3.0284 -1.3022
F 3.2876 -2.9638 -2.5151
O 4.6090 -5.5678 -0.5187
C 5.5767 -6.4854 -0.7682
C 6.9602 -6.0001 -0.3027
F 7.2661 -4.8220 -0.8812
F 7.8834 -6.9129 -0.6745
F 5.6001 -6.8658 -2.0571
F 5.3025 -7.5902 -0.0271
H 2.9168 -4.6803 -1.0345
H 3.5478 -5.7351 -2.2958
H 4.5054 -4.2903 -4.2831
H 6.9652 -5.8923 0.7830
C -6.5440 6.1532 -0.6684
C -5.5716 7.0830 -1.4009
C -4.6197 6.4587 -2.4306
F -3.8105 5.5491 -1.8508
F -3.8507 7.4348 -2.9570
F -4.8824 7.8380 -0.5285
F -6.3696 7.9123 -2.1459
O -6.1595 5.7280 0.6231
C -5.4342 4.5985 0.8416
C -4.1361 4.8865 1.6172
F -3.3938 5.8098 0.9804
F -3.4216 3.7400 1.6898
F -5.1862 3.9163 -0.2904
F -6.1658 3.7873 1.6438
H -7.4278 6.7658 -0.4988
H -6.8271 5.3177 -1.3087
H -5.1879 5.9802 -3.2320
H -4.3740 5.2344 2.6233
*
```

Properties
Energy above the lowest of the compared OMol25 structures with the same formula, charge and spin (kcal/mol): 0.00
E_LUMO (eV): 0.45
Strongest force on any atom (eV/Å): 0.559
E_HOMO (Ha): -0.33622

2.
This record from the Open Molecules 2025 dataset describes one molecule with the formula C18H25F3N4O4 at a distorted geometry. The level of theory is ωB97M-V/def2-TZVPD.

Geometry as ORCA input:
```
! RIJCOSX wB97M-V def2-TZVPD def2/J DEFGRID3
* xyz 0 1
C 0.3182 -5.0046 0.9171
C 0.8812 -4.0915 -0.1629
C 1.3728 -2.7642 0.4200
C 1.9468 -1.8795 -0.6262
N 3.2887 -1.9349 -0.9818
C 3.4205 -1.0633 -1.9168
O 2.2937 -0.4145 -2.2526
C 1.3427 -0.9547 -1.4117
C -0.0408 -0.4878 -1.5091
O -0.9215 -0.9483 -0.7924
N -0.2688 0.4769 -2.4421
C -1.5911 0.9290 -2.7720
C -2.0987 2.1065 -1.9760
N -2.0762 1.8410 -0.5341
C -1.0789 2.4238 0.2043
O -0.8126 3.6102 0.1404
C -0.4296 1.5820 1.3078
N 0.9680 1.9877 1.3101
C 1.9723 1.1265 1.5133
O 1.8772 -0.0456 1.8025
C 3.3800 1.7252 1.2941
F 3.3691 3.0699 1.2239
F 4.2055 1.3723 2.2738
F 3.8819 1.2689 0.1357
C -1.1167 1.8467 2.6611
C -0.4034 1.1044 3.7860
C -2.5887 1.4466 2.6079
C -1.9922 0.8425 -4.2163
C -2.5713 -0.1164 -3.2159
H -0.0346 -5.9475 0.4979
H 1.0762 -5.2345 1.6684
H -0.5216 -4.5288 1.4273
H 1.7071 -4.5860 -0.6811
H 0.1134 -3.8825 -0.9126
H 0.5483 -2.2479 0.9097
H 2.1491 -2.9429 1.1657
H 4.3160 -0.7909 -2.4507
H 0.5147 0.8189 -2.9752
H -1.4917 2.9958 -2.1535
H -3.1144 2.3384 -2.3041
H -2.1446 0.8423 -0.3579
H -0.4699 0.5151 1.0796
H 1.1514 2.9533 1.0754
H -1.0482 2.9248 2.8412
H -0.4224 0.0267 3.6120
H 0.6387 1.4069 3.8824
H -0.8989 1.3072 4.7364
H -2.6889 0.3858 2.3595
H -3.0531 1.6019 3.5819
H -3.1490 2.0237 1.8727
H -2.6214 1.6313 -4.6051
H -1.2569 0.4602 -4.9106
H -2.2251 -1.1390 -3.2307
H -3.6023 0.0127 -2.9165
*
```

Properties
Structure (SMILES): CCCc1ncoc1C(=O)NC1(CNC(=O)[C@@H](NC(=O)C(F)(F)F)C(C)C)CC1
Energy above the lowest of the compared OMol25 structures with the same formula, charge and spin (kcal/mol): 4.67
E_LUMO (eV): 0.55
Strongest force on any atom (eV/Å): 1.284
E_HOMO (Ha): -0.34614

3.
This record from the Open Molecules 2025 dataset describes one molecule with the formula C18H25F3N4O4 at a distorted geometry. The level of theory is ωB97M-V/def2-TZVPD.

Geometry as ORCA input:
```
! RIJCOSX wB97M-V def2-TZVPD def2/J DEFGRID3
* xyz 0 1
C 5.4691 -0.0648 3.2269
C 4.9481 1.1825 2.4991
C 3.5255 1.5737 2.9358
C 3.0174 2.7930 2.1893
N 3.2850 4.0061 2.6446
C 2.7144 4.8232 1.7935
O 2.0727 4.2093 0.7695
C 2.2683 2.8853 1.0139
C 1.7358 1.8848 0.1210
O 1.9206 0.6844 0.3040
N 1.0547 2.3768 -0.9262
C 0.3491 1.6094 -1.9556
C -0.8714 0.7673 -1.4860
N -0.5118 -0.3440 -0.6058
C -1.3991 -1.0584 0.0909
O -1.3777 -1.1325 1.3155
C -2.5367 -1.7616 -0.6667
N -2.3864 -3.1688 -0.3240
C -2.4139 -4.1978 -1.1860
O -2.6618 -4.0293 -2.3835
C -2.1315 -5.6149 -0.6249
F -1.8506 -5.5735 0.6831
F -3.2012 -6.3920 -0.8101
F -1.0971 -6.1580 -1.2709
C -3.9227 -1.2175 -0.1958
C -5.0783 -1.9047 -0.9498
C -4.0916 0.3129 -0.2891
C 0.4727 2.0928 -3.3824
C 1.2605 0.8849 -2.9281
H 6.4770 -0.3181 2.8964
H 5.5039 0.0902 4.3059
H 4.8328 -0.9296 3.0339
H 5.6300 2.0163 2.6765
H 4.9606 0.9995 1.4226
H 2.8539 0.7278 2.7783
H 3.5102 1.7512 4.0125
H 2.6913 5.9028 1.7993
H 0.7745 3.3365 -0.8096
H -1.5600 1.4418 -0.9744
H -1.4071 0.3855 -2.3576
H 0.3567 -0.1529 -0.1030
H -2.4157 -1.6140 -1.7412
H -2.1131 -3.3323 0.6366
H -4.0387 -1.4716 0.8604
H -4.9904 -1.7606 -2.0274
H -5.0963 -2.9791 -0.7659
H -6.0482 -1.5151 -0.6390
H -3.9191 0.6733 -1.3032
H -5.1002 0.6128 -0.0023
H -3.4143 0.8372 0.3858
H -0.3690 1.9540 -4.0621
H 1.0052 3.0248 -3.5772
H 2.3393 0.9633 -2.7815
H 0.9746 -0.1124 -3.2663
*
```

Properties
Structure (SMILES): CCCc1ncoc1C(=O)NC1(CNC(=O)[C@@H](NC(=O)C(F)(F)F)C(C)C)CC1
Energy above the lowest of the compared OMol25 structures with the same formula, charge and spin (kcal/mol): 30.65
E_LUMO (eV): 0.21
Strongest force on any atom (eV/Å): 3.240
E_HOMO (Ha): -0.34894

4.
This record from the Open Molecules 2025 dataset describes a 4-piece molecular cluster, C18H25F9N3O9 overall. The level of theory is ωB97M-V/def2-TZVPD.

Geometry as ORCA input:
```
! RIJCOSX wB97M-V def2-TZVPD def2/J DEFGRID3
* xyz 1 1
O 8.2233 -2.3742 1.1866
N 8.0731 -2.4136 0.0765
O 7.2784 -1.0979 -0.4759
N 6.1405 -0.8867 0.2156
C 5.9189 0.2155 0.9154
N 4.7029 0.0871 1.4420
C 4.1431 -1.1246 1.0883
C 2.7935 -1.5782 1.5161
C 1.6338 -0.7919 0.8577
C 0.4731 -1.6942 0.4589
O -0.2578 -2.1461 1.5893
C 5.0635 -1.7425 0.3069
H 6.6026 1.0439 1.0023
H 4.2601 0.7827 2.0249
H 2.7255 -2.6345 1.2382
H 2.7065 -1.5421 2.6033
H 1.2191 -0.1062 1.6023
H 1.9849 -0.2207 -0.0031
H 0.8314 -2.5488 -0.1271
H -0.2299 -1.1409 -0.1639
H 0.1547 -2.9323 1.9600
H 5.0295 -2.6998 -0.1851
C 9.8380 -0.0758 -2.3945
C 10.5338 0.7107 -3.4830
O 9.5811 1.4607 -4.2672
C 9.0771 2.5400 -3.6939
O 9.3162 2.9620 -2.6013
C 8.0935 3.2340 -4.6662
F 7.2296 2.3471 -5.1725
F 8.7668 3.7948 -5.6706
F 7.4083 4.1727 -4.0262
H 9.0772 -0.7253 -2.8303
H 10.5602 -0.6894 -1.8548
H 9.3524 0.5935 -1.6863
H 11.0235 0.0553 -4.1979
H 11.2796 1.3907 -3.0738
C -3.6684 -1.5594 0.8192
C -3.2534 -0.6810 1.9780
O -4.3655 0.0812 2.4955
C -5.2128 -0.5832 3.2645
O -5.1485 -1.7262 3.6020
C -6.3426 0.3669 3.7251
F -6.8514 1.0369 2.6857
F -5.8583 1.2543 4.6019
F -7.3148 -0.3202 4.3056
H -4.1281 -0.9604 0.0326
H -2.7919 -2.0653 0.4160
H -4.3858 -2.3148 1.1349
H -2.5333 0.0690 1.6582
H -2.8073 -1.2596 2.7849
C -10.1309 0.6604 1.7995
C -10.2530 1.8826 0.9198
O -9.9819 1.5725 -0.4664
C -10.9519 0.9669 -1.1296
O -12.0349 0.6651 -0.7293
C -10.4956 0.7139 -2.5861
F -9.2854 0.1437 -2.6172
F -10.4272 1.8759 -3.2472
F -11.3539 -0.0804 -3.2086
H -9.1464 0.2088 1.6829
H -10.2634 0.9432 2.8434
H -10.8814 -0.0872 1.5482
H -9.5036 2.6266 1.1791
H -11.2363 2.3448 0.9966
*
```

Properties
E_LUMO (eV): -5.22
Strongest force on any atom (eV/Å): 0.947
E_HOMO (Ha): -0.44676

- Which value of strongest force on any atom does entry 1 give?
  0.559 eV/Å